Computed, not measured: a single C4H9NO2 molecule, with ωB97M-V/def2-TZVPD.

Values from the calculation:
- SMILES = C[C@@H](CO)N1CO1
- DFT total energy (eV) = -9876.05307
- energy above the lowest of the compared OMol25 structures with the same formula, charge and spin (kJ/mol) = 386.7
- HOMO energy (eV) = -9.90
- orbital gap (eV) = 10.86
- lowest unoccupied orbital energy (Ha) = 0.035

The geometry in XYZ format:
```
16
Properties=species:S:1:pos:R:3:forces:R:3
C 1.19373 -1.07078 -0.67116 -0.10 0.05 0.10
C 0.62656 0.30446 -0.27909 -0.23 0.28 -0.14
C -0.63659 0.62374 -1.07595 0.14 -0.35 -0.09
O -1.12802 1.91425 -0.83747 -0.08 0.14 0.22
N 0.47556 0.35383 1.19719 0.01 0.05 0.33
C -0.55309 -0.41498 1.77423 0.10 -0.71 0.23
O -0.83890 0.93157 1.79237 0.78 0.58 -1.12
H 2.06978 -1.34041 -0.07283 -0.15 0.12 -0.05
H 1.49885 -1.05558 -1.72557 -0.07 0.08 0.26
H 0.44573 -1.86537 -0.55901 0.07 0.15 0.03
H 1.37721 1.06918 -0.50952 -0.18 -0.05 0.05
H -0.37865 0.57257 -2.13936 -0.07 -0.04 0.13
H -1.39553 -0.15651 -0.88805 0.04 0.18 -0.03
H -1.28052 1.97142 0.11794 -0.06 0.05 -0.17
H -0.26886 -0.82490 2.73239 -0.24 -0.37 0.21
H -1.20727 -1.01250 1.14391 0.03 -0.17 0.03
```
Positions in Å, forces in eV/Å.

=====

Computed, not measured: a molecular structure, C31H28N7O2RuS, with ωB97M-V/def2-TZVPD.

Values from the calculation:
- DFT total energy (eV) = -60537.96445
- HOMO energy (spin up / spin down) (eV) = -10.53 / -10.59
- 2S+1 = 5
- total charge = +1
- orbital gap (spin up / spin down) (eV) = 6.93 / 6.00
- lowest unoccupied orbital energy (spin up / spin down) (Ha) = -0.132 / -0.169

The geometry in XYZ format:
```
70
Properties=species:S:1:pos:R:3:forces:R:3
Ru 0.59786 0.49010 -0.19894 -0.24 0.54 0.04
C 3.08252 3.86912 1.76807 0.03 0.00 0.00
C 2.71317 2.65141 0.97399 0.14 -0.10 -0.10
O 1.52892 2.30942 0.91897 -0.03 -0.06 0.13
C 3.79696 1.93266 0.33052 -0.04 0.18 0.15
C 3.74626 0.85623 -0.51158 -0.27 -0.13 -0.04
C 5.01758 0.33742 -1.11235 0.02 0.02 0.00
N 2.56784 0.24041 -0.87001 0.48 0.08 -0.10
N 2.72814 -0.68088 -1.81721 -0.29 0.06 0.06
C 1.55544 -1.06875 -2.36332 0.08 -0.02 -0.15
O 0.43659 -0.56414 -2.03104 0.22 -0.26 0.06
C 1.60728 -2.08403 -3.42460 0.01 0.03 0.04
C 0.41813 -2.48742 -4.03182 0.00 -0.03 -0.02
C 0.44430 -3.44450 -5.03089 0.02 0.02 0.02
C 1.65505 -4.00219 -5.42319 -0.01 -0.02 -0.02
C 2.84131 -3.60535 -4.81907 -0.03 0.02 0.02
C 2.82138 -2.64686 -3.82092 0.02 -0.01 -0.03
H 2.19223 4.44631 2.00029 0.00 0.00 0.01
H 3.80590 4.48267 1.23149 -0.01 0.00 0.00
H 3.55307 3.54881 2.70170 0.00 0.01 -0.01
H 4.78323 2.33835 0.51159 -0.01 0.01 0.01
H 5.86682 0.86183 -0.68304 0.02 -0.01 -0.02
H 5.01074 0.48080 -2.19283 0.00 0.00 0.00
H 5.12038 -0.73316 -0.94035 -0.02 0.00 0.02
H -0.51576 -2.04735 -3.71093 0.00 0.01 0.00
H -0.47636 -3.75883 -5.50370 0.00 0.00 0.00
H 1.67384 -4.75145 -6.20395 0.00 0.00 0.00
H 3.78038 -4.04350 -5.12878 0.00 0.00 0.00
H 3.73803 -2.32638 -3.34670 -0.01 0.00 0.01
N -5.38609 -4.23621 6.75032 0.01 0.01 0.00
C -4.70932 -3.69659 5.99572 0.08 0.07 -0.10
C -3.86092 -3.01986 5.04386 -0.10 -0.08 0.12
C -3.47150 -1.70408 5.27610 0.00 0.02 -0.01
C -2.65890 -1.05874 4.35945 0.00 0.00 0.02
C -2.23882 -1.72071 3.21088 0.06 0.02 -0.02
C -2.62951 -3.03570 2.98356 -0.03 -0.02 0.00
C -3.43817 -3.68803 3.89869 0.02 -0.01 -0.03
C -1.37562 -1.01534 2.21882 -0.12 -0.03 -0.02
C -0.02855 -0.89424 2.50830 0.06 0.11 -0.06
C 0.63527 -1.37523 3.66432 0.04 0.00 0.06
C 1.96967 -1.07029 3.52792 -0.02 -0.01 0.00
C 2.09696 -0.42183 2.28828 0.06 0.00 -0.06
N 0.92334 -0.30035 1.66970 -0.19 -0.29 0.02
C -2.00501 -0.54907 1.05642 0.12 0.18 0.08
C -3.34525 -0.73566 0.68842 -0.10 -0.03 -0.03
C -3.51637 -0.16100 -0.56562 -0.04 0.00 0.04
C -2.28479 0.37811 -0.91799 0.11 0.05 0.06
N -1.36887 0.18173 0.05448 -0.03 -0.11 -0.10
H -3.80743 -1.19432 6.16853 0.01 0.00 0.00
H -2.35363 -0.03450 4.53229 0.00 -0.01 0.00
H -2.29926 -3.54930 2.08951 0.00 0.01 0.01
H -3.74470 -4.71114 3.73038 0.01 0.00 0.00
H 0.16043 -1.88726 4.48581 0.00 0.00 -0.02
H 2.77149 -1.28669 4.21396 -0.01 0.00 -0.01
H 3.00191 -0.04977 1.83467 0.00 0.00 0.02
H -4.08797 -1.24406 1.28191 0.00 0.01 -0.01
H -4.41497 -0.13552 -1.15928 0.01 -0.01 0.01
H -2.00623 0.87859 -1.83070 0.02 0.00 -0.02
S 0.58698 2.55497 -1.86194 -0.05 -0.21 -0.22
C -0.83611 3.44568 -2.05549 -0.11 0.05 0.18
N -1.85026 3.53967 -1.18712 0.06 -0.01 0.05
C -2.83524 4.54839 -1.57862 0.03 -0.04 -0.04
C -2.37970 4.91476 -3.00906 0.01 -0.04 0.03
N -1.10197 4.21257 -3.11477 0.09 0.03 0.03
H -1.75071 3.18926 -0.24940 -0.03 -0.04 -0.01
H -2.79728 5.40481 -0.90610 0.01 0.01 0.00
H -3.84117 4.13485 -1.56243 -0.01 0.01 0.00
H -2.24847 5.98706 -3.13643 0.00 0.01 -0.01
H -3.08001 4.55591 -3.76218 0.00 -0.02 -0.01
H -0.48450 4.24840 -3.90658 -0.03 -0.01 -0.02
```
Positions in Å, forces in eV/Å.

=====

Going through the records in order, we get F_max values of 0.029 0.012 hartree/bohr.